{
  "formula": "C19H42CeNO2P3",
  "method": "the ωB97M-V functional and the def2-TZVPD basis",
  "elements": ["Ce", "P", "P", "P", "H", "C", "C", "H", "C", "C", "C", "C", "C", "C", "C", "C", "C", "H", "H", "H", "H", "H", "H", "H", "H", "H", "H", "H", "H", "H", "H", "H", "H", "H", "H", "H", "H", "H", "H", "H", "H", "H", "H", "H", "H", "H", "C", "C", "C", "C", "C", "C", "O", "H", "H", "H", "H", "H", "H", "C", "C", "N", "O", "H", "H", "H", "H", "H"],
  "positions_angstrom": [[-0.9165, 0.6320, 0.0442], [-1.8896, -2.1953, 1.2375], [1.0674, -1.0120, 2.4526], [1.2010, -1.7449, -0.5221], [-1.4304, 5.4858, -3.8749], [-1.4820, 4.6347, -4.5781], [-2.4389, 3.7194, -4.4764], [-3.2046, 3.7877, -3.6562], [-3.5116, -1.8947, 2.0553], [-1.3844, -3.6460, 2.3019], [-2.5179, -3.1666, -0.2013], [2.6764, -0.1676, 2.6029], [0.4205, -0.6335, 4.1407], [1.6321, -2.7475, 2.8600], [0.7590, -1.5519, -2.2965], [1.4803, -3.5414, -0.4227], [2.9430, -1.1635, -0.5524], [-0.7518, 4.5810, -5.3651], [-2.4329, 2.9215, -5.2510], [-3.9839, -1.0310, 1.5654], [-3.3367, -1.6810, 3.1219], [-4.1521, -2.7841, 1.9495], [-1.0980, -3.2914, 3.3075], [-0.5453, -4.2038, 1.8516], [-2.2485, -4.3290, 2.3999], [-2.9644, -2.4656, -0.9230], [-3.2867, -3.8691, 0.1572], [-1.6904, -3.7181, -0.6712], [3.1468, -0.4570, 3.5501], [2.4961, 0.9100, 2.5769], [3.3278, -0.4411, 1.7732], [1.2641, -0.6977, 4.8502], [-0.3561, -1.3703, 4.4062], [-0.0113, 0.3823, 4.1533], [2.7042, -2.7489, 3.1154], [1.4773, -3.4065, 1.9948], [1.0562, -3.1566, 3.7086], [1.3579, -2.2709, -2.8712], [0.9712, -0.5278, -2.6362], [-0.3100, -1.7655, -2.4391], [1.6653, -3.9507, -1.4208], [0.6126, -4.0665, -0.0081], [2.3545, -3.7838, 0.1925], [3.3513, -1.3020, -1.5588], [3.5651, -1.7167, 0.1595], [2.9724, -0.0971, -0.3059], [-0.1594, 2.1400, -2.8810], [0.9589, 3.0376, -2.9156], [1.7280, 3.0042, -4.0981], [1.3976, 2.1262, -5.1443], [0.2082, 1.4003, -5.1714], [-0.6759, 1.5517, -4.0954], [-0.6710, 1.8267, -1.7001], [0.9286, 1.0585, -0.1514], [1.1916, 3.6738, -2.0329], [2.6480, 3.6049, -4.1263], [2.1043, 1.9081, -5.9540], [0.0369, 0.7458, -6.0379], [-1.7528, 1.3802, -4.1531], [-1.6441, 3.1527, 3.9198], [-0.6686, 2.7004, 2.8865], [0.4913, 3.3734, 2.8457], [-0.9050, 1.7890, 2.0317], [-1.1473, 3.1598, 4.9065], [-2.5214, 2.4959, 3.9424], [-1.9446, 4.1936, 3.6989], [1.2656, 3.0413, 2.2840], [0.5729, 4.1789, 3.4484]],
  "atomic_forces_ev_per_a": [[1.05, -1.83, 2.03], [-1.07, -1.33, 0.11], [0.11, 0.08, 1.59], [0.17, 0.77, -1.08], [0.03, -0.49, -0.55], [0.05, 0.78, 0.89], [-0.47, -0.47, 0.13], [0.70, -0.34, -1.14], [0.24, 0.49, 0.02], [0.47, 0.33, 0.01], [0.25, 0.34, -0.09], [0.03, 0.19, -0.20], [-0.23, 0.30, -0.15], [-0.20, -0.31, -0.60], [0.00, -0.13, -0.03], [-0.38, -0.71, 0.19], [-0.03, 0.32, -0.06], [0.21, 0.12, -0.21], [-0.69, 0.71, 0.72], [-0.20, -0.23, 0.34], [-0.24, 0.04, -0.37], [0.21, 0.37, 0.08], [-0.14, -0.28, -0.46], [-0.41, 0.26, 0.31], [0.30, 0.44, -0.15], [0.02, -0.41, 0.00], [0.30, 0.21, -0.26], [-0.35, 0.15, -0.01], [-0.06, 0.17, -0.21], [0.25, -0.02, 0.07], [0.01, 0.18, 0.27], [-0.49, 0.01, -0.16], [0.26, 0.42, 0.01], [0.16, -0.47, 0.23], [-0.42, 0.09, -0.08], [0.19, 0.11, 0.57], [0.33, 0.28, -0.42], [-0.25, 0.31, -0.17], [0.01, -0.24, 0.04], [0.21, -0.06, -0.15], [-0.03, 0.15, 0.07], [0.19, 0.01, -0.12], [-0.24, 0.19, -0.12], [0.00, -0.09, 0.16], [-0.16, 0.09, -0.18], [0.13, -0.20, -0.12], [0.25, 0.85, 0.77], [0.60, -0.21, -1.39], [-0.15, 0.82, 2.22], [0.48, -1.04, -0.49], [-0.56, 0.08, 0.51], [0.32, -0.01, -0.67], [-0.42, 0.20, -1.23], [0.37, -0.15, 0.25], [-0.04, -0.74, -0.82], [-0.51, -0.29, -0.20], [-0.19, 0.57, 0.30], [-0.43, 0.54, 0.46], [0.56, -0.95, 0.26], [-0.24, -0.15, 0.21], [1.03, 1.12, -0.41], [-1.17, -0.96, 0.05], [-0.05, -0.08, -0.29], [-0.28, -0.04, -0.37], [0.24, 0.30, 0.01], [0.02, -0.45, 0.06], [-0.12, 0.35, 0.01], [0.47, -0.07, 0.04]],
  "e_tot_ha": -2452.508649,
  "lumo_energy_ev": [-11.49, -11.48],
  "e_above_lowest_kj_mol": 215.3,
  "total_charge": 3,
  "homo_energy_ev": [-16.363, -16.477],
  "spin_multiplicity": 2,
  "max_force_ha_per_bohr": 0.0570
}

***

{
  "formula": "C4H3IOS",
  "method": "the ωB97M-V functional and the def2-TZVPD basis",
  "elements": ["C", "C", "C", "C", "O", "S", "I", "H", "H", "H"],
  "positions_angstrom": [[-0.6864, -0.6552, -0.0309], [0.5917, -0.3029, -0.2794], [0.5395, 2.6294, 0.6022], [-1.6900, -0.0050, 0.6617], [2.5861, 1.3889, -0.5269], [1.1755, 1.3828, -0.1840], [-3.5720, 0.2845, -0.0905], [-0.9128, -1.7046, -0.2216], [1.3591, -0.9776, -0.6089], [-0.5132, 2.4092, 0.7902]],
  "atomic_forces_ev_per_a": [[0.53, -0.43, -0.05], [-0.06, 1.03, -0.07], [-0.09, -1.35, -0.75], [-0.72, 0.72, 0.30], [0.22, -0.50, -0.44], [-0.08, 0.94, 1.20], [0.50, -0.15, 0.01], [-0.13, -0.13, -0.06], [0.10, -0.12, -0.21], [-0.27, 0.00, 0.07]],
  "e_tot_ha": -925.036132,
  "lumo_energy_ev": [-1.98, -2.32],
  "e_above_lowest_kj_mol": 704.8,
  "total_charge": 0,
  "homo_energy_ev": [-8.942, -9.075],
  "max_force_ha_per_bohr": 0.0301
}

***

{
  "formula": "C28H75N5O12PSn3",
  "method": "the ωB97M-V functional and the def2-TZVPD basis",
  "elements": ["Sn", "Sn", "Sn", "P", "O", "O", "O", "O", "C", "C", "C", "O", "H", "H", "H", "H", "H", "H", "H", "H", "C", "C", "C", "O", "H", "H", "H", "H", "H", "H", "H", "H", "C", "O", "C", "C", "N", "C", "C", "O", "C", "H", "H", "H", "H", "H", "H", "H", "H", "H", "H", "H", "H", "H", "H", "H", "C", "C", "C", "O", "C", "N", "H", "H", "H", "H", "H", "H", "H", "H", "H", "H", "H", "C", "C", "C", "O", "C", "N", "H", "H", "H", "H", "H", "H", "H", "H", "H", "H", "H", "C", "C", "C", "O", "C", "N", "H", "H", "H", "H", "H", "H", "H", "H", "H", "H", "H", "C", "C", "C", "O", "C", "N", "H", "H", "H", "H", "H", "H", "H", "H", "H", "H", "H"],
  "positions_angstrom": [[-0.0489, 3.7934, -0.1261], [-2.4423, 1.5448, -3.1200], [2.1242, 1.2489, -3.3460], [-0.1225, 0.3732, -0.8414], [-0.1756, -0.8000, 0.0858], [1.1784, 1.2378, -0.6313], [-1.3659, 1.2919, -0.5377], [-0.0930, -0.0731, -2.3412], [3.4019, -3.1121, 2.1578], [1.9795, -2.7500, 1.7969], [1.3226, -1.8167, 2.8159], [2.2153, -1.9444, 0.5810], [4.1186, -2.2931, 2.0814], [3.8357, -3.8340, 1.4597], [3.5024, -3.5801, 3.1385], [1.2824, -3.5344, 1.4970], [0.2684, -1.5531, 2.7636], [1.7978, -0.8286, 2.7494], [1.6453, -2.2502, 3.7659], [1.3414, -1.5385, 0.3797], [-2.8477, -1.4746, 1.9115], [-2.3038, -2.8844, 1.7968], [-3.3013, -4.0193, 1.7945], [-1.6327, -2.9724, 0.4980], [-3.4921, -1.3862, 2.7853], [-3.3001, -1.1956, 0.9553], [-2.0174, -0.7622, 1.9249], [-1.5170, -3.0603, 2.5356], [-3.6556, -4.1730, 2.8167], [-2.9108, -4.9888, 1.4918], [-4.1415, -3.7931, 1.1350], [-0.9599, -2.2575, 0.4561], [-2.1814, 4.9261, 2.4815], [-1.1967, 3.9188, 2.2348], [-1.1788, 2.8654, 3.2000], [-0.3635, 1.7275, 2.5953], [0.8687, 2.1693, 1.9795], [2.0085, 2.5956, 2.7807], [1.9000, 4.0151, 3.3146], [2.4006, 4.8470, 2.2719], [2.5015, 6.2077, 2.6406], [-2.0502, 5.4170, 3.4426], [-3.1900, 4.5348, 2.3198], [-2.1345, 5.6680, 1.6790], [-2.1334, 2.4971, 3.5806], [-0.6376, 3.1846, 4.0987], [-0.9467, 1.3638, 1.7424], [-0.2748, 0.8612, 3.2556], [1.1079, 1.5422, 1.2172], [2.9453, 2.3941, 2.2681], [1.9851, 1.9554, 3.6758], [2.5058, 4.1659, 4.2114], [0.8693, 4.2870, 3.5481], [1.5192, 6.6743, 2.5159], [3.2371, 6.8028, 2.0970], [2.8579, 6.3952, 3.6598], [6.1333, -0.0110, -0.0366], [4.8399, 0.7182, 0.2720], [4.9013, 2.2154, 0.0209], [5.8675, 2.8070, 0.8264], [6.0837, 4.1710, 0.5344], [3.7450, 0.0991, -0.4542], [6.0222, -1.0833, 0.1471], [6.9550, 0.2072, 0.6522], [6.6063, 0.1570, -1.0061], [4.7358, 0.6215, 1.3655], [3.9397, 2.7002, 0.2787], [5.0478, 2.3332, -1.0672], [5.2885, 4.7738, 0.9901], [5.9643, 4.4157, -0.5307], [7.0918, 4.4703, 0.7975], [3.5333, -0.8125, -0.0316], [2.8822, 0.6046, -0.2898], [-4.6819, 2.0007, 1.5367], [-4.8932, 2.1512, 0.0331], [-4.0942, 3.3617, -0.4845], [-4.1802, 3.6562, -1.8826], [-5.5032, 3.9237, -2.2982], [-4.1976, 1.0670, -0.6725], [-5.2204, 1.1253, 1.8923], [-5.0795, 2.8829, 2.0500], [-3.6314, 1.9731, 1.8332], [-5.9241, 2.1264, -0.3086], [-3.0759, 3.2489, -0.0991], [-4.4944, 4.2480, 0.0241], [-5.9660, 4.8304, -1.8944], [-6.1969, 3.0898, -2.1734], [-5.4760, 4.1368, -3.3696], [-3.2149, 1.0900, -0.3876], [-4.3903, 0.1245, -0.3284], [-3.7974, -3.5179, -2.0459], [-2.9168, -2.4986, -2.8065], [-3.4828, -1.9592, -4.0792], [-2.6548, -0.9955, -4.6918], [-1.3746, -1.3952, -5.1717], [-2.5854, -1.3655, -1.8886], [-4.8323, -3.4284, -2.3742], [-3.6852, -3.3692, -0.9755], [-3.4179, -4.5170, -2.2497], [-1.9545, -3.0043, -2.9522], [-4.4685, -1.5284, -3.8703], [-3.7895, -2.6847, -4.8434], [-1.4850, -2.0280, -6.0565], [-0.8036, -1.8659, -4.3724], [-0.8942, -0.4936, -5.5607], [-1.6337, -1.0559, -2.0182], [-2.6370, -1.7997, -0.9688], [3.6357, -3.9598, -3.3537], [2.1824, -3.5588, -3.2253], [1.5473, -4.2875, -2.0145], [1.0948, -5.5476, -2.4170], [0.5981, -6.3236, -1.3368], [2.1038, -2.1176, -2.9089], [4.0533, -3.5356, -4.2684], [3.6848, -5.0362, -3.5449], [4.2550, -3.8202, -2.4690], [1.6179, -3.7834, -4.1277], [0.6839, -3.6959, -1.6513], [2.1598, -4.3298, -1.1024], [-0.3410, -6.0004, -0.8790], [1.3868, -6.3609, -0.5766], [0.4687, -7.3214, -1.7508], [1.1613, -1.8622, -2.6107], [2.5980, -2.0062, -2.0178]],
  "atomic_forces_ev_per_a": [[0.39, -2.88, 2.83], [-0.93, -2.56, 2.36], [-0.60, -2.87, 2.64], [0.40, -0.63, 0.91], [0.35, 0.68, -0.27], [-0.43, 1.62, -1.43], [0.49, 1.99, -1.62], [0.41, 1.91, -1.41], [0.45, -1.40, 0.30], [0.24, 2.22, -1.47], [1.23, 0.14, 0.65], [-1.03, -0.37, -0.11], [-0.52, 0.48, 0.30], [-0.41, -0.14, -0.10], [-0.10, 0.13, 0.06], [0.42, -0.50, 0.33], [-0.24, -0.87, -0.17], [0.41, -0.19, -0.01], [-0.76, 0.34, 0.38], [0.46, -0.17, -0.09], [0.30, -0.04, -0.12], [1.25, -0.61, -1.57], [-0.52, 0.20, 0.70], [0.10, 0.23, 0.33], [-0.16, 0.35, -0.18], [-0.75, -0.30, 0.28], [0.11, -0.09, 0.58], [-0.25, 0.00, 0.31], [-0.33, 0.11, -0.10], [0.48, 0.23, -0.15], [-0.10, 0.03, 0.16], [-0.50, -0.44, -0.03], [-0.76, 0.42, -0.88], [-0.38, 0.06, -0.70], [1.64, -0.74, 0.94], [-1.24, -0.13, -0.88], [-0.19, 1.36, -1.95], [-0.69, -0.65, 1.82], [0.68, 0.30, -0.90], [0.23, 0.03, -0.36], [-0.26, 1.17, 0.49], [-0.01, -0.16, 0.08], [0.05, -0.31, 0.69], [0.57, 0.14, 0.17], [-0.36, 0.30, -0.68], [-0.26, 0.45, -0.07], [-0.10, -0.21, 0.16], [0.33, 0.27, 0.36], [0.39, -0.21, 0.27], [-0.01, 0.28, -0.13], [0.27, -0.12, -0.09], [0.04, -0.22, -0.01], [0.04, 0.02, 0.04], [0.06, 0.21, 0.17], [-0.09, -0.66, -0.80], [-0.37, -0.63, 0.23], [1.26, -0.42, 0.50], [1.05, 0.06, 0.46], [-0.55, -0.10, -0.09], [0.64, -0.29, -0.51], [-0.74, 0.51, -0.68], [-0.62, 0.67, -0.21], [-0.33, -0.03, -0.44], [-0.36, 0.55, 0.21], [-0.61, 0.00, -0.30], [-0.46, -0.18, -0.05], [-0.30, -0.21, -0.23], [0.36, 0.38, 0.02], [0.34, 0.11, 0.50], [0.23, -0.48, -0.14], [-0.10, -0.05, 0.47], [0.14, -0.18, -0.50], [0.07, 0.08, 0.14], [-0.85, 0.93, 0.06], [1.95, -0.63, -0.87], [-2.00, 1.46, 1.04], [1.26, -1.00, 0.52], [-1.08, 0.39, -1.36], [1.14, -0.94, -0.47], [0.17, -0.05, 0.18], [-0.27, -0.16, 0.07], [0.11, -0.39, -0.36], [-0.14, 0.34, 0.46], [0.29, -0.12, -0.72], [0.05, 0.10, 0.08], [0.45, -0.11, 0.63], [0.25, -0.07, 0.21], [0.25, -0.19, 0.03], [-0.05, 0.28, 0.00], [-0.88, 0.05, -0.56], [0.24, 0.37, -0.92], [1.07, -0.33, 1.30], [-1.16, -0.78, -0.63], [0.05, 2.06, 0.34], [-0.40, -0.13, -0.38], [-0.75, 0.35, -0.75], [-0.12, -0.17, 0.28], [-0.21, 0.01, -0.02], [-0.29, -0.09, -0.09], [-0.12, -0.07, -0.49], [0.33, 0.70, 0.19], [0.67, -0.52, 0.23], [-0.01, -0.35, 0.29], [0.24, -0.03, -0.23], [0.10, 0.05, 0.32], [0.07, -0.59, -0.13], [0.23, 0.52, 0.33], [-0.07, -1.01, -1.21], [0.55, -0.12, 1.45], [-1.33, 0.25, -0.06], [-0.12, 0.23, -0.02], [0.81, -0.59, -0.15], [-0.25, 1.40, 0.75], [0.33, 0.33, 0.32], [-0.19, -0.02, 0.10], [-0.14, 0.54, 0.02], [-0.03, -0.02, 0.01], [-0.16, 0.06, -0.21], [0.63, -0.11, -0.40], [0.01, 0.44, -0.26], [-0.22, -0.14, 0.20], [-0.10, -0.04, 0.17], [-0.13, -0.20, -0.41], [0.37, 0.13, -0.26]],
  "e_tot_ha": -3271.724077,
  "lumo_energy_ev": -10.69,
  "e_above_lowest_kj_mol": 0.0,
  "total_charge": 3,
  "homo_energy_ev": -15.127,
  "max_force_ha_per_bohr": 0.0789
}